Record 1
ORCA calculation (ωB97M-V/def2-TZVPD) on a 7-piece molecular cluster, C24H44F24N7O21S8 overall at a distorted geometry.

Values from the calculation:
2S+1: 2
⟨S²⟩: 0.750
E: -230918.3804 eV
total charge: -2
orbital gap (alpha / beta): 2.28 / 7.65 eV
strongest force on any atom: 7.7 eV Å⁻¹

```
128
C24H44F24N7O21S8 ωB97M-V/def2-TZVPD
C 1.38894 -2.23849 0.08623
C 0.49121 -1.52300 1.12260
C 1.13357 -0.20786 1.60442
O 0.18177 0.44184 2.40456
C 0.76652 1.51403 3.24665
N -0.95360 -1.34484 0.61989
H -1.43512 -0.61450 1.12471
H -1.06053 -0.98030 -0.31594
H -1.44074 -2.22920 0.64647
H 2.39101 -2.23109 0.51506
H 1.33271 -1.82097 -0.91905
H 1.15213 -3.29108 -0.06896
H 0.35782 -2.07557 2.05263
H 1.35313 0.60810 0.91587
H 2.00478 -0.48287 2.19895
H 1.29034 1.17501 4.14039
H -0.09311 2.07835 3.60814
H 1.44058 2.18724 2.71699
C -3.68838 2.10612 2.34552
O -2.82472 2.01299 1.21360
C -1.90549 3.06707 1.14700
C -1.37827 2.97229 -0.19916
N -2.47801 3.32183 -1.29176
H -3.26301 2.72298 -1.07903
H -2.83758 4.24881 -1.11423
C -1.97905 3.10704 -2.78957
C -3.12603 3.37867 -3.68021
O -4.31528 2.73909 -3.22057
C -5.22965 2.47697 -4.29236
H -4.25785 3.03536 2.36326
H -3.10332 1.89982 3.24176
H -4.43412 1.31467 2.27088
H -1.19274 3.01197 1.96983
H -2.39333 4.03054 1.29481
H -0.84115 2.03912 -0.36886
H -0.61269 3.74734 -0.23519
H -1.63011 2.08329 -2.92472
H -1.11286 3.75173 -2.93855
H -2.80195 2.94130 -4.62456
H -3.22229 4.46436 -3.66966
H -5.33357 3.44971 -4.77308
H -6.22774 2.19308 -3.95872
H -4.81206 1.76111 -5.00037
C 5.75838 -4.07097 -1.38704
O 4.50433 -3.86871 -1.88315
C 4.28932 -3.30559 -3.20556
C 2.82876 -3.55948 -3.70700
N 2.89686 -4.90051 -4.50144
H 3.53068 -4.79733 -5.28100
H 3.25051 -5.73941 -4.06408
C 1.61771 -5.12234 -5.31614
C 0.54424 -5.91665 -4.54650
O 1.15589 -7.01035 -3.87977
C 0.49627 -8.22229 -3.67926
H 6.38188 -4.46942 -2.18741
H 5.57454 -4.79707 -0.59515
H 6.24506 -3.26184 -0.84248
H 5.02979 -3.80120 -3.83338
H 4.49286 -2.24058 -3.09403
H 2.47779 -2.70981 -4.29265
H 2.24455 -3.86580 -2.83926
H 1.92024 -5.66043 -6.21449
H 1.40473 -4.10129 -5.63267
H -0.30406 -6.22742 -5.15634
H 0.16644 -5.21964 -3.79847
H -0.47876 -8.10066 -3.20743
H 1.11036 -8.93515 -3.12897
H 0.34169 -8.63919 -4.67445
C 0.95389 0.36144 -3.14254
F 2.07344 -0.36012 -3.54282
F 1.02253 0.61405 -1.88237
F 0.79003 1.40928 -3.76363
S -0.50356 -0.87341 -3.65478
O -1.07723 -0.32029 -4.88004
O 0.01033 -2.24856 -3.71246
N -1.70437 -0.67304 -2.39454
S -2.95006 -1.08752 -3.08953
O -3.56875 -0.06635 -3.97011
O -2.80716 -2.49472 -3.62597
C -4.11061 -1.31611 -1.54008
F -3.74588 -2.51900 -1.03925
F -3.91546 -0.47900 -0.53184
F -5.38283 -1.39960 -1.92027
C -3.39320 -2.19013 3.02391
F -4.25416 -2.08653 1.95024
F -2.41004 -1.25010 3.01880
F -4.10734 -2.13886 4.13054
S -2.66814 -3.99721 2.99205
O -1.76627 -4.03252 4.14590
O -3.83503 -4.88949 3.12351
N -1.87612 -4.03375 1.49094
S -2.38575 -5.32863 0.82555
O -2.13235 -6.56074 1.68618
O -3.69036 -5.14226 0.22502
C -1.20391 -5.50766 -0.67477
F -1.38953 -4.61384 -1.60067
F 0.00813 -5.45604 -0.25124
F -1.25909 -6.73433 -1.22899
C -2.19231 7.90929 8.42572
F -3.19455 7.16785 7.90451
F -2.72119 9.15076 8.54405
F -1.93098 7.40221 9.69478
S -0.71544 7.87625 7.23044
O -1.34834 8.46258 6.03422
O 0.24543 8.69021 7.94788
N -0.35614 6.20349 7.18041
S 1.14406 6.23070 6.84860
O 1.51292 7.11428 5.77995
O 1.93845 6.25658 8.05428
C 1.27017 4.44337 6.09602
F 2.59699 4.19879 5.91628
F 0.68872 3.61414 7.00771
F 0.56186 4.44456 4.95169
C 4.90448 0.57322 -0.45540
F 6.12976 0.44547 0.12697
F 4.92584 -0.11526 -1.52431
F 4.04001 0.16943 0.43133
S 4.64155 2.48012 -0.76317
O 5.94237 2.83541 -1.34910
O 3.48212 2.65644 -1.62974
N 4.63014 3.04328 0.87150
S 3.40603 3.88861 0.72957
O 3.62089 4.96672 -0.15876
O 2.07669 3.28561 0.71576
C 3.29315 4.76540 2.41693
F 2.33791 5.75474 2.41097
F 3.04161 3.93213 3.38250
F 4.52649 5.26973 2.57409
```

Results of the Mulliken charge analysis, in e, for atoms 1 through 6: -0.89, 0.89, -0.92, -0.17, -1.17, 2.04

---

Record 2
ORCA calculation (ωB97M-V/def2-TZVPD) on a 2-piece molecular cluster, C24H44F3NO3S overall at a distorted geometry.

Values from the calculation:
SMILES: CCCCCCCC[C@H]1[C@H]([C@H](C)CCC)COS(=O)(=O)[C@@H]1CCC(F)(F)F.CCCC#N
E: -52209.9877 eV
orbital gap: 10.52 eV
strongest force on any atom: 10.0 eV Å⁻¹

```
76
C24H44F3NO3S ωB97M-V/def2-TZVPD
C 1.13529 3.04468 2.88740
C 0.32132 4.00638 1.80206
C 0.88037 3.62423 0.29144
C -0.16585 3.98318 -0.91974
C -1.14227 2.75069 -1.38281
C -0.35204 1.57791 -2.27663
C -1.51731 0.82519 -3.14745
C -1.08589 -0.60078 -3.82107
C -0.12713 -1.55911 -2.90288
C -0.91157 -2.47116 -1.78818
C -1.65058 -1.62831 -0.59221
C -0.64039 -0.89323 0.46949
C -2.64089 -2.72554 0.19083
C -3.21008 -2.17063 1.62668
C -2.38573 -2.99517 2.80770
C 0.26690 -3.38814 -1.03499
O 0.57416 -4.63755 -1.74800
S 0.59029 -4.39034 -3.43436
O 1.73775 -5.26213 -4.02819
O -0.74273 -4.99781 -4.02210
C 0.62646 -2.59853 -3.97590
C 2.15245 -2.08602 -4.37819
C 2.18085 -1.03834 -5.64746
C 2.99825 0.37160 -5.27824
F 3.57641 0.90674 -6.55778
F 4.14832 0.15061 -4.36675
F 2.00955 1.36898 -4.80441
H 2.10359 2.63239 2.32415
H 0.44949 2.14032 3.18420
H 1.51395 3.62883 3.83151
H 0.54278 5.14416 2.08762
H -0.83373 3.83375 1.90674
H 1.30949 2.51593 0.24824
H 1.83182 4.32506 0.12371
H -0.88766 4.83822 -0.50370
H 0.39291 4.36360 -1.89523
H -1.51975 2.16908 -0.41125
H -2.09617 3.13805 -1.95945
H 0.40923 2.19007 -2.95636
H 0.19568 0.91083 -1.48687
H -1.77698 1.55714 -4.05420
H -2.51480 0.78452 -2.50293
H -0.64864 -0.41165 -4.91502
H -2.09570 -1.20839 -4.00324
H 0.74730 -1.01141 -2.34798
H -1.75343 -3.16595 -2.27138
H -2.37821 -0.83249 -1.04943
H -1.07855 0.20450 0.63624
H 0.41290 -0.73018 -0.03745
H -0.47140 -1.46529 1.47617
H -2.15368 -3.78416 0.30011
H -3.57937 -2.84145 -0.53676
H -3.14988 -1.00612 1.75195
H -4.36721 -2.45741 1.68344
H -1.40176 -3.45621 2.32054
H -2.01588 -2.20523 3.59050
H -3.04164 -3.85833 3.25100
H 0.01058 -3.58920 0.10833
H 1.25988 -2.74077 -1.02269
H -0.00096 -2.54408 -4.99004
H 2.60139 -1.63093 -3.37399
H 2.87090 -2.99162 -4.67463
H 2.82412 -1.54417 -6.51625
H 1.12726 -0.81633 -6.11962
C 1.78505 2.79459 7.07407
C 0.41752 2.26098 7.48872
C 0.32627 0.73559 7.41363
C 0.57090 0.27627 5.98547
N 0.77394 -0.10477 4.80066
H 2.01268 2.55578 6.03034
H 1.81287 3.88454 7.17087
H 2.57738 2.37560 7.70484
H -0.34868 2.71156 6.84598
H 0.20687 2.58215 8.51477
H -0.66677 0.40248 7.73315
H 1.06821 0.27278 8.07333
```

Results of the Mulliken charge analysis, in e, for atoms 1 through 6: -0.72, -0.35, -0.57, -0.73, -0.41, 0.59